Record 1
ORCA calculation (ωB97M-V with the def2-TZVPD basis set) on a single C2H3N3 molecule.

Calculated values
- M (g mol⁻¹) = 69.067
- E_HOMO (hartree) = -0.3799
- E (eV) = -6591.0023
- HOMO-LUMO gap (eV) = 10.25
- SMILES string = C1=NCN=N1

Cartesian coordinates (Å):
C  -0.31566  0.55538  -1.01765
N  0.70188  -0.17769  -0.77461
C  0.53635  -0.48077  0.61106
N  -0.58108  0.31209  1.11440
N  -1.14406  0.82218  0.11803
H  -0.59262  0.95333  -1.98640
H  -0.05314  -1.40161  0.73010
H  1.44832  -0.58291  1.20508

Record 2
ORCA calculation (ωB97M-V with the def2-TZVPD basis set) on a molecular structure, C16H13B2Cl2F9N4O6SV in a non-equilibrium geometry.

Calculated values
- M (g mol⁻¹) = 703.825
- E_HOMO (alpha / beta) (hartree) = -0.4784 / -0.4801
- <S²> = 2.02
- E (eV) = -122425.3215
- net charge = +1
- HOMO-LUMO gap (alpha / beta) (eV) = 8.88 / 8.31
- spin multiplicity = 3

Cartesian coordinates (Å):
V  -0.23235  0.25973  0.10981
C  2.45560  3.52433  -1.04309
C  1.79370  2.29538  -0.54638
N  0.52533  2.11163  -0.48127
O  -0.27574  3.04396  -1.02143
B  -1.38412  3.49393  -0.08727
F  -0.82390  3.84702  1.12064
F  -2.08054  4.44791  -0.73348
O  -2.35376  2.32913  0.16514
N  -1.74121  1.40769  0.90823
C  -2.28257  1.01057  1.99662
C  -3.59425  1.46504  2.51639
C  -1.43020  0.00179  2.70031
N  -0.32501  -0.25675  2.08891
O  0.47346  -1.21258  2.72176
B  1.78932  -0.84677  2.98378
F  2.57560  -1.79843  3.40553
F  2.19546  0.40045  2.86697
O  2.21064  -1.20063  0.26511
N  1.78240  0.08152  0.04393
C  2.57452  1.05596  -0.17663
C  4.05304  0.99694  -0.12519
C  -1.81385  -0.57351  4.01185
H  1.74493  4.34602  -1.05801
H  3.30788  3.77260  -0.41118
H  2.82694  3.36528  -2.05840
H  -3.89907  2.36714  1.99357
H  -4.34107  0.68683  2.33781
H  -3.54671  1.65671  3.58752
H  4.39394  -0.01542  0.07071
H  4.48200  1.35820  -1.06058
H  4.40507  1.65606  0.67103
H  -2.89448  -0.55990  4.12700
H  -1.43520  -1.58597  4.11997
H  -1.38109  0.04048  4.80749
F  1.52638  -2.51528  -5.91034
C  1.33556  -2.41655  -4.60978
C  0.76251  -1.26178  -4.08695
F  0.41502  -0.26555  -4.88536
C  0.57654  -1.17528  -2.72368
F  0.02276  -0.02879  -2.24619
C  0.94619  -2.19575  -1.85700
S  0.62692  -2.10844  -0.13657
C  1.51487  -3.33998  -2.40503
F  1.87337  -4.34742  -1.62681
C  1.71352  -3.45531  -3.77267
F  2.25704  -4.54671  -4.28086
Cl  -4.71544  -1.45607  -1.24347
C  -3.59598  -2.43770  -0.33448
Cl  -3.93479  -2.39863  1.42517
C  -2.16088  -1.96586  -0.47571
O  -1.28745  -2.85678  -0.55891
O  -1.95142  -0.72580  -0.44342
H  -3.67944  -3.47467  -0.64511

Here are the calculated energy relative to the best compared isomer or geometry (same formula, charge and spin) numbers, same order: 36.3; 0.0 (kcal/mol).